(1)
Here is a cluster of 2 separate species, C9H20BrN in total at a distorted geometry from OMol25. Energies are from wB97M-V/def2-TZVPD.

```
31
Properties=species:S:1:pos:R:3:forces:R:3
C 2.695524 -33.534325 4.163117 -0.113 1.443 0.537
C 3.709557 -34.597611 4.092030 1.059 -2.340 0.228
C 3.371377 -35.769698 3.125559 0.082 -0.523 2.220
C 3.613171 -35.293358 1.770238 -0.021 -0.386 -1.449
N 2.860578 -36.071971 0.626496 2.043 1.536 -0.704
C 2.819359 -37.617945 0.812336 -1.881 0.314 -0.875
C 1.387904 -37.980141 0.195775 1.042 -0.029 0.536
C 0.780570 -36.688804 -0.290237 -0.970 1.569 0.873
C 1.429107 -35.493211 0.516228 0.927 -2.453 -0.733
C 3.665131 -35.798019 -0.715312 -0.597 -0.398 1.080
H 1.664491 -33.840647 3.986402 -0.024 -0.122 -0.261
H 3.001130 -32.697632 3.534911 -0.516 0.173 -0.200
H 2.733104 -33.150503 5.182612 -0.067 0.223 0.026
H 3.917517 -35.026705 5.072198 -0.361 -0.050 0.173
H 4.718249 -34.244377 3.877874 -0.036 0.391 -0.302
H 2.352568 -36.107422 3.315485 -0.337 0.226 -0.130
H 3.984752 -36.615914 3.435073 0.223 -0.113 -0.343
H 4.676756 -35.345852 1.537559 -0.080 0.169 -0.123
H 3.264478 -34.260743 1.785314 0.004 0.045 -0.894
H 3.607357 -38.124607 0.255163 0.087 0.598 -0.160
H 2.956563 -37.938862 1.844947 -0.326 0.607 0.030
H 1.468584 -38.619903 -0.683023 0.227 -0.333 0.364
H 0.714490 -38.447477 0.914255 0.390 -0.116 0.125
H 0.915532 -36.625408 -1.369986 0.035 0.586 0.124
H -0.290645 -36.691746 -0.088816 -0.049 0.044 -0.253
H 1.405059 -34.509755 0.046819 0.413 -0.256 -0.286
H 1.128074 -35.335436 1.551892 -0.487 -0.489 -0.106
H 4.611328 -36.326801 -0.600435 -0.196 -0.053 -0.149
H 3.895024 -34.749471 -0.904507 -0.354 0.120 0.650
H 3.090740 -36.150049 -1.572203 0.049 -0.288 0.256
Br 5.516113 -33.451100 7.043469 -0.166 -0.095 -0.253
```
Positions in Å, forces in eV/Å.

**Energy relative to the best compared isomer or geometry (same formula, charge and spin)**: 2.3082 eV
**HOMO**: -5.688 eV
**Max |F|**: 2.722 eV/Å

(2)
Here is a structure of composition C3H5BrOS at a distorted geometry from OMol25. Energies are from wB97M-V/def2-TZVPD.

```
11
Properties=species:S:1:pos:R:3:forces:R:3
C -1.227251 -2.216242 0.457656 1.453 -2.078 0.511
C 0.929102 -0.282479 0.597913 -0.570 0.352 0.995
C -0.609086 1.433434 -0.380837 0.229 0.112 0.323
O 2.045807 1.880172 -0.498789 0.635 1.003 -0.410
S 1.033932 1.502852 0.483753 -0.529 -1.615 -0.690
Br 2.315717 -1.108060 -0.232857 0.189 0.057 -0.200
H -1.012096 -2.643936 1.448704 -0.793 1.149 0.188
H -0.745676 -2.870765 -0.283615 -0.635 0.972 -0.762
H -0.619358 0.682492 -1.163822 0.155 -0.024 -0.082
H -0.758133 2.426281 -0.796344 0.049 0.059 0.039
H -1.352955 1.196249 0.368238 -0.181 0.014 0.088
```
Positions in Å, forces in eV/Å.

**Energy relative to the best compared isomer or geometry (same formula, charge and spin)**: 4.6305 eV
**HOMO (spin up / spin down)**: -8.396 / -9.031 eV
**Spin multiplicity**: 3
**Max |F|**: 2.586 eV/Å

(3)
Here is a structure of composition C6H10IrO3 at a distorted geometry from OMol25. Energies are from wB97M-V/def2-TZVPD.

```
20
Properties=species:S:1:pos:R:3:forces:R:3
O -1.003403 1.199973 -0.988953 1.802 -0.105 1.501
Ir -0.904034 0.680810 -3.667963 -3.723 1.381 -4.442
O 0.391510 0.164247 -2.355036 4.179 -1.187 2.401
C 0.112919 0.642121 -1.257632 -1.526 -1.363 2.171
O 0.752237 0.350192 -0.104594 1.995 -1.224 -1.121
C 1.332626 -0.983876 0.064437 0.339 1.053 -1.211
H 2.021965 -0.845811 0.903533 0.044 -0.381 0.045
H 1.873921 -1.208440 -0.859449 0.149 -0.181 0.267
C 0.276093 -1.996159 0.361123 0.831 3.676 2.881
C 0.111620 -3.103773 -0.360748 -0.540 -3.855 -2.314
H -0.309091 -1.836912 1.271190 -0.195 0.015 -0.332
H -0.587265 -3.880885 -0.047722 0.129 0.039 -0.058
H 0.681348 -3.276305 -1.276661 -0.153 0.019 0.086
C -0.895100 1.217942 0.775584 -4.593 2.131 2.071
C -0.378520 2.564387 1.213854 0.560 -0.200 -0.230
H -1.986014 1.163822 0.815208 -0.023 0.637 -0.443
H -0.689723 0.423555 1.501074 0.956 -0.381 -1.051
H -0.237143 3.234586 0.356860 -0.140 -0.026 0.317
H -1.127196 3.004806 1.885610 0.078 -0.065 -0.249
H 0.563252 2.485721 1.770284 -0.169 0.016 -0.289
```
Positions in Å, forces in eV/Å.

**HOMO (spin up / spin down)**: -15.061 / -17.780 eV
**Spin multiplicity**: 6
**Total charge**: +2
**Max |F|**: 5.958 eV/Å